Entry 1:
Formula: C31H46GeInN9O2Se
Source: OMol25
Level of theory: ωB97M-V/def2-TZVPD

Its largest force on an atom is 0.7 eV/A. For the relative energy (zero: lowest compared OMol25 entry of this formula, charge and spin), the calculation gives 1.2769 eV. The calculation puts the LUMO energy at -5.37 eV.

Geometry as ORCA input:
```
! wB97M-V def2-TZVPD RIJCOSX def2/J DEFGRID3
* xyz 2 1
In 0.087 -0.042 -0.106
C -3.158 -2.007 -5.636
C -2.088 -1.477 -4.727
C -1.637 -0.163 -4.817
C -0.662 0.329 -3.967
C -0.065 -0.471 -2.990
N 0.910 -0.048 -2.060
C 1.973 0.741 -2.467
C 2.331 0.847 -3.822
C 3.432 1.561 -4.244
C 4.279 2.197 -3.338
C 5.511 2.930 -3.784
C 3.961 2.076 -1.997
C 2.832 1.389 -1.558
N 2.612 1.411 -0.132
C 3.034 2.379 0.692
C 2.890 1.948 1.994
C 2.352 0.681 1.875
N 2.190 0.329 0.592
C -0.520 -1.795 -2.921
C -1.518 -2.282 -3.751
N 0.085 -2.697 -2.005
C 0.407 -3.985 -2.217
C 0.958 -4.474 -1.056
C 0.930 -3.394 -0.176
N 0.396 -2.320 -0.754
H -3.321 -1.339 -6.479
H -4.106 -2.112 -5.105
H -2.891 -2.987 -6.029
H -2.055 0.491 -5.570
H -0.331 1.350 -4.082
H 1.731 0.334 -4.559
H 3.653 1.602 -5.301
H 5.412 3.266 -4.814
H 6.388 2.285 -3.731
H 5.702 3.800 -3.160
H 4.628 2.508 -1.263
H 3.412 3.309 0.307
H 3.138 2.483 2.890
H 2.078 -0.003 2.659
H -1.843 -3.308 -3.640
H 0.254 -4.443 -3.176
H 1.361 -5.454 -0.888
H 1.345 -3.333 0.817
N -0.638 -1.493 1.709
C -1.793 -1.000 2.480
C -1.685 -1.449 3.956
C -2.285 -0.606 5.086
C -3.789 -0.338 5.135
N -4.630 -1.381 4.547
C -5.412 -1.190 3.486
N -6.378 -2.078 3.213
N -5.222 -0.142 2.698
C -1.830 0.520 2.283
O -2.857 1.132 2.581
O -0.787 1.024 1.775
H -0.677 -2.500 1.577
H 0.190 -1.297 2.269
H -2.701 -1.396 2.014
H -0.616 -1.486 4.191
H -2.034 -2.483 4.021
H -1.802 0.373 5.105
H -1.988 -1.104 6.011
H -4.024 0.598 4.639
H -4.096 -0.229 6.177
H -4.808 -2.203 5.103
H -6.690 -2.727 3.915
H -6.984 -1.946 2.420
H -4.363 0.445 2.776
H -5.870 0.047 1.954
C 1.951 5.510 -2.016
Ge 0.029 5.327 -2.286
C -0.970 6.266 -0.896
C -0.510 5.929 -4.056
C -0.334 3.362 -2.203
Se -0.533 2.682 -0.399
C -2.452 2.913 -0.234
H 2.229 6.560 -1.948
H 2.494 5.061 -2.846
H 2.264 5.016 -1.096
H -0.559 7.266 -0.773
H -0.907 5.765 0.069
H -2.018 6.373 -1.176
H -0.295 6.991 -4.161
H -1.578 5.783 -4.208
H 0.031 5.396 -4.836
H 0.528 2.848 -2.622
H -1.220 3.080 -2.773
H -2.656 3.974 -0.337
H -2.742 2.563 0.754
H -2.956 2.354 -1.021
*
```

Entry 2:
Formula: C2H10O2S2
Source: OMol25
Level of theory: ωB97M-V/def2-TZVPD

Its largest force on an atom is 2.6 eV/A. For the relative energy (zero: lowest compared OMol25 entry of this formula, charge and spin), the calculation gives 0.6977 eV. The calculation puts the LUMO energy at 0.24 eV.

Geometry as ORCA input:
```
! wB97M-V def2-TZVPD RIJCOSX def2/J DEFGRID3
* xyz 0 1
C -1.506 -0.687 1.987
C -0.238 -0.849 1.250
S 0.708 0.616 1.176
S 1.744 0.249 -0.615
H -1.416 -0.411 3.097
H -2.029 0.047 1.373
H -1.981 -1.632 1.939
H 0.363 -1.538 1.830
H -0.396 -1.281 0.225
H 3.005 0.048 -0.205
O -1.472 -1.543 -1.761
H -0.524 -1.857 -1.775
H -1.389 -0.598 -2.018
O -1.317 1.425 -1.962
H -0.467 1.853 -2.033
H -1.622 1.696 -1.039
*
```

Entry 3:
Formula: C71H70N7O3P2Ti
Source: OMol25
Level of theory: ωB97M-V/def2-TZVPD

Its largest force on an atom is 1.1 eV/A. The calculation puts the LUMO energy at -8.70 eV.

Geometry as ORCA input:
```
! wB97M-V def2-TZVPD RIJCOSX def2/J DEFGRID3
* xyz 3 1
Ti -0.152 -0.221 -0.475
C 1.345 -2.462 1.222
N 0.158 -2.497 0.356
C -0.912 -3.201 1.125
C -1.120 -2.643 2.508
C -1.369 -3.510 3.564
C -1.574 -2.983 4.830
C -1.509 -1.606 4.994
C -1.238 -0.824 3.885
N -1.048 -1.320 2.658
C 0.395 -3.276 -0.876
C -0.679 -2.988 -1.869
C -1.266 -3.995 -2.610
C -2.294 -3.683 -3.486
C -2.720 -2.367 -3.554
C -2.082 -1.422 -2.781
N -1.041 -1.700 -1.982
C 1.480 -1.123 1.836
C 2.089 -0.936 3.182
C 3.195 1.302 3.820
C 3.857 1.772 2.780
C 3.150 1.502 1.470
N 1.141 -0.058 1.203
H 2.258 -2.642 0.655
H 1.301 -3.234 1.993
H -0.620 -4.251 1.217
H -1.836 -3.155 0.557
H -1.405 -4.580 3.400
H -1.770 -3.635 5.670
H -1.662 -1.148 5.962
H -1.187 0.256 3.977
H 0.441 -4.346 -0.663
H 1.343 -2.985 -1.307
H -0.932 -5.017 -2.485
H -2.772 -4.455 -4.075
H -3.545 -2.070 -4.186
H -2.421 -0.399 -2.805
H 1.473 -1.490 3.895
H 3.511 1.363 4.854
H 4.804 2.296 2.803
H 3.116 2.420 0.881
C -1.870 3.330 1.554
C -1.050 2.252 2.288
P 0.645 2.638 1.707
C 1.287 3.799 2.949
C 0.983 3.763 4.309
C 1.583 4.657 5.182
C 2.492 5.596 4.708
C 2.781 5.658 3.353
C 2.173 4.769 2.478
C 1.693 1.116 1.959
C 3.861 0.458 0.636
C 4.406 -0.697 1.030
C 4.459 -1.337 2.357
C 3.501 -1.473 3.272
C 1.936 0.606 3.395
C -2.112 3.048 0.062
P -0.768 2.374 -1.018
C 0.315 3.787 -1.474
C 1.700 3.687 -1.368
C 2.519 4.757 -1.682
C 1.958 5.949 -2.124
C 0.581 6.050 -2.265
C -0.238 4.974 -1.948
C -1.715 2.184 -2.598
C -1.241 1.317 -3.580
C -1.823 1.249 -4.838
C -2.918 2.045 -5.132
C -3.431 2.888 -4.154
C -2.835 2.963 -2.906
H -1.357 4.291 1.655
H -2.844 3.449 2.031
H -1.360 1.250 1.994
H -1.166 2.353 3.365
H 0.281 3.044 4.714
H 1.335 4.626 6.235
H 2.961 6.289 5.396
H 3.469 6.403 2.977
H 2.378 4.833 1.414
H 3.993 0.721 -0.410
H 4.975 -1.241 0.278
H 5.418 -1.796 2.580
H 3.741 -1.982 4.198
H 1.094 0.802 4.060
H -2.395 3.984 -0.419
H -2.942 2.353 -0.054
H 2.136 2.747 -1.053
H 3.595 4.667 -1.585
H 2.591 6.792 -2.370
H 0.137 6.971 -2.619
H -1.307 5.084 -2.076
H -0.407 0.664 -3.360
H -1.422 0.571 -5.582
H -3.379 2.000 -6.110
H -4.305 3.493 -4.363
H -3.278 3.620 -2.171
C 3.924 -1.010 -5.591
N 3.708 -0.985 -4.137
N 2.800 -0.129 -3.552
C 2.400 -0.710 -2.366
O 1.450 -0.256 -1.595
C 3.200 -1.837 -2.174
C 3.964 -2.003 -3.316
C 4.872 -3.114 -3.700
C 2.942 1.288 -3.864
C 4.148 1.752 -4.389
C 4.284 3.089 -4.721
C 3.234 3.975 -4.524
C 2.066 3.518 -3.937
C 1.929 2.183 -3.591
H 3.376 -0.199 -6.054
H 3.561 -1.957 -5.987
H 4.981 -0.907 -5.825
H 3.278 -2.436 -1.288
H 5.111 -3.726 -2.834
H 5.799 -2.731 -4.127
H 4.405 -3.755 -4.452
H 4.998 1.099 -4.517
H 5.223 3.438 -5.130
H 3.336 5.015 -4.802
H 1.246 4.199 -3.741
H 1.043 1.856 -3.088
C -8.253 0.944 -4.358
C -7.292 1.798 -3.572
C -7.365 3.185 -3.666
C -6.539 4.006 -2.913
C -5.611 3.437 -2.058
C -5.512 2.056 -1.971
N -4.534 1.502 -1.072
C -4.913 1.041 0.194
C -6.041 1.565 0.836
C -6.427 1.106 2.080
C -5.701 0.109 2.726
C -4.587 -0.412 2.107
C -4.166 0.065 0.862
C -3.060 -0.670 0.194
O -3.189 -1.791 -0.198
O -1.843 -0.017 0.012
C -6.347 1.217 -2.714
C -6.285 -0.281 -2.545
H -8.926 1.563 -4.947
H -8.859 0.325 -3.694
H -7.730 0.274 -5.044
H -8.096 3.629 -4.331
H -6.628 5.082 -2.986
H -4.979 4.057 -1.432
H -3.849 0.926 -1.541
H -6.624 2.321 0.328
H -7.314 1.516 2.545
H -6.018 -0.271 3.688
H -4.034 -1.212 2.575
H -6.969 -0.602 -1.754
H -5.290 -0.628 -2.260
H -6.581 -0.796 -3.457
*
```